# 1
The following is a quantum chemistry calculation of a 6-piece molecular cluster, C34H52F6N8O9S2 overall, from the Open Molecules 2025 dataset.

Structure (XYZ):
```
111
Properties=species:S:1:pos:R:3:lowdin_charge:R:1
N -1.876 7.522 1.251 -0.070
H 10.241 -1.988 0.461 0.101
H 8.433 1.087 0.926 0.178
F -1.413 -3.991 -3.587 0.079
H -9.988 -0.492 4.504 0.161
H -4.570 0.413 0.030 0.158
C -2.543 7.075 0.169 0.026
C -6.395 -1.542 5.219 0.064
H 8.749 -1.287 -0.861 0.157
S -0.026 -2.638 -5.495 0.546
H 2.076 -6.191 -0.099 0.149
H -2.797 9.455 1.410 0.116
C -0.652 7.064 1.562 0.025
H -10.077 -2.414 6.828 0.125
H -0.126 7.551 2.368 0.156
O 6.443 -0.245 -0.945 -0.194
N -8.669 -1.360 5.839 -0.071
C 2.033 -4.328 -1.092 -0.282
C -0.847 5.451 -0.235 -0.112
C -0.533 -6.878 -0.519 -0.078
H 3.649 -2.910 -0.839 0.051
F 3.235 -1.482 -2.767 0.084
H 2.602 3.805 -2.920 0.161
C 1.340 -5.408 -0.304 -0.185
H 1.618 5.555 -1.563 0.140
H -1.527 1.565 1.434 0.106
H -1.885 3.026 -1.175 0.100
N 1.031 -3.401 -1.731 0.221
C -7.428 -1.815 6.094 0.033
C 1.646 3.611 -2.454 0.036
H -10.547 -0.718 6.690 0.113
H 1.937 2.040 -4.418 0.122
H 6.631 -2.118 0.229 0.140
O 0.409 -6.042 -1.172 -0.198
H -9.226 -1.243 7.867 0.113
N 1.020 2.465 -2.683 -0.043
O 1.048 1.215 0.214 -0.077
H -2.704 2.604 0.777 0.095
H -2.385 0.999 -0.011 0.104
H 8.953 -2.695 1.105 0.100
C 3.098 -3.608 -0.215 -0.020
H -1.441 -7.045 -1.098 0.093
H 0.765 0.782 -3.933 0.099
C -2.387 8.684 2.060 0.061
C 6.877 -1.054 0.142 -0.168
O 2.275 -0.500 0.765 -0.013
C -0.177 2.249 -2.105 -0.001
H 3.798 -4.172 0.399 0.094
H 1.285 -3.039 -2.664 0.075
H 6.358 -0.745 1.060 0.133
S 2.293 -1.592 -5.309 0.686
C 8.414 -0.883 0.096 -0.297
N 1.180 -2.641 -4.492 -0.325
H 2.551 -4.724 -1.964 0.161
H 9.744 0.769 -0.056 0.182
C -8.973 -0.832 4.656 0.022
F -1.777 -4.741 -5.603 0.169
F 4.541 -2.452 -4.187 0.169
N 1.565 0.104 -0.062 -0.573
H -1.543 9.129 2.578 0.105
O 0.264 -3.011 -6.856 -0.257
H -0.891 -6.390 0.392 0.085
H -0.096 -7.868 -0.376 0.100
N -3.560 0.918 1.763 -0.071
H 8.194 0.977 -0.683 0.161
C -2.489 1.546 0.920 0.035
C -5.607 -0.234 1.851 0.067
C 9.344 -1.674 0.994 -0.034
H -6.469 -0.537 1.272 0.145
H 4.787 0.521 0.145 0.091
C -0.883 3.267 -1.488 0.021
H -0.731 1.336 -2.262 0.150
O 1.131 -0.463 -1.092 -0.070
C 5.040 0.087 -0.823 -0.062
H 0.857 -5.058 0.613 0.134
C -0.182 4.415 -1.138 -0.131
H -3.148 8.349 2.759 0.114
C 1.082 4.621 -1.652 0.058
H 2.406 0.959 -3.100 0.090
C 3.720 -1.437 -4.011 -0.654
H 0.160 -3.908 -1.921 0.133
C -0.854 -4.240 -4.803 -0.628
H 2.510 -3.081 0.540 0.072
C 1.561 1.434 -3.592 0.031
C -3.458 0.962 3.099 0.029
O 1.764 -0.276 -5.604 -0.312
C -2.107 5.970 -0.545 0.056
C -9.722 -1.385 6.912 0.080
N 8.750 0.597 0.090 0.236
H -7.275 -2.115 7.121 0.160
H 9.392 -1.367 2.038 0.097
H -5.416 -1.707 5.650 0.138
F 4.362 -0.290 -4.194 0.145
H -8.187 0.118 2.900 0.139
H -4.347 0.385 4.940 0.139
C -0.140 6.049 0.800 0.040
C -5.535 -0.268 3.229 -0.124
C -4.434 0.344 3.864 0.074
H -2.841 5.530 -1.206 0.139
H -3.492 7.573 0.022 0.157
O 2.906 -2.255 -6.423 -0.250
H -2.574 1.412 3.525 0.157
H 4.899 0.801 -1.633 0.091
C -4.580 0.358 1.108 0.040
C -7.992 -0.540 3.735 0.065
O -0.949 -1.543 -5.303 -0.313
F 0.105 -5.164 -4.644 0.120
C -6.639 -0.792 4.041 -0.113
H 4.478 -0.828 -0.980 0.059
H 0.741 5.456 1.020 0.145
H 0.820 -2.560 -1.190 0.122
```

Properties
total charge: +4
multiplicity: 1
HOMO level: -15.07 eV
energy relative to the best compared isomer or geometry (same formula, charge and spin): 0.0 kcal per mole
LUMO level: -10.7 eV



# 2
The following is a quantum chemistry calculation of C19H41AuN4O4PS as an isolated structure, from the Open Molecules 2025 dataset.

Structure (XYZ):
```
71
Properties=species:S:1:pos:R:3:lowdin_spin:R:1
H -0.508 -3.382 0.216 0.000
C 0.604 3.548 0.733 0.001
H -2.087 3.786 -0.067 0.000
H 0.370 4.617 0.542 0.000
H 1.415 2.926 -4.867 0.001
H 5.350 -2.764 -2.219 0.000
H 6.292 -2.622 -0.710 0.000
H -2.765 -3.310 -3.916 0.001
O -2.314 0.365 2.028 -0.003
C -1.450 -3.798 -0.189 0.001
C -4.386 -0.727 1.968 0.000
C -2.688 -1.415 3.642 0.001
H -2.651 2.209 0.456 0.000
H 2.691 -2.255 -1.738 0.004
H 2.138 1.142 1.596 0.000
H -3.011 1.111 4.429 0.000
O -0.194 1.383 1.332 -0.001
O -0.215 -1.021 1.722 0.365
P -0.787 0.310 2.347 0.012
H 5.382 -1.002 1.081 0.000
H 1.963 -0.852 -4.192 0.002
H 5.099 -3.912 -0.947 0.000
H -1.997 2.735 2.938 0.000
H -2.055 -1.970 2.972 0.000
H 3.789 0.938 2.163 0.000
N -1.629 -3.689 -1.630 0.003
C -3.320 -0.268 2.887 0.000
N 3.041 -1.909 -0.875 0.009
H -4.226 1.673 3.277 0.000
C -1.128 3.296 2.515 0.001
H -3.474 -2.086 3.956 0.000
H -2.163 -0.982 4.459 0.000
H 2.330 3.410 -3.488 0.002
C 4.469 -1.128 0.525 0.001
H -0.115 1.183 -3.079 0.040
H -1.427 4.339 2.334 0.000
H -2.564 -1.608 -3.862 0.001
N 2.330 -1.016 -0.102 0.034
H -0.278 3.321 3.181 0.000
H -4.842 0.130 1.518 0.000
H 3.136 2.656 -4.873 0.008
S -1.913 -1.028 -1.325 0.081
C -2.032 -2.525 -2.149 0.017
H -1.377 2.377 -0.756 0.000
H -4.671 0.377 4.437 0.000
H -3.990 -1.280 1.119 0.000
C 0.881 1.222 -2.658 0.696
N -2.608 -2.495 -3.346 0.006
Au 0.261 -0.946 -0.422 0.432
H 1.415 3.457 1.424 0.000
H 2.864 0.142 -5.380 0.003
C 2.897 0.398 1.877 0.000
H -2.273 -3.332 0.346 0.000
H -5.144 -1.334 2.481 0.000
C 4.324 -1.970 -0.516 0.003
C 5.317 -2.858 -1.148 0.001
C -0.642 2.768 1.204 0.000
H 2.452 -0.088 2.748 0.000
C 2.220 2.613 -4.214 0.053
H 1.059 1.417 -1.588 0.042
C -3.858 0.812 3.835 0.000
O -0.471 0.429 3.786 0.063
H 1.015 0.248 -5.262 0.000
H -1.447 -4.873 0.048 0.000
H 0.944 3.100 -0.223 0.001
C 2.059 1.215 -3.562 0.091
C 3.214 -0.550 0.804 0.002
H 2.966 0.955 -3.027 0.003
C 1.949 0.154 -4.667 0.022
C -1.737 2.785 0.145 0.001
H -1.803 -4.552 -2.074 0.000
```

Properties
total charge: +1
multiplicity: 3
<S²>: 2.01
HOMO level (alpha / beta): -10.55 / -11.99 eV
energy relative to the best compared isomer or geometry (same formula, charge and spin): 0.5 kcal per mole
LUMO level (alpha / beta): -2.7 / -5.4 eV



# 3
The following is a quantum chemistry calculation of C23H33AsN4O3S4Ti as an isolated structure, from the Open Molecules 2025 dataset.

Structure (XYZ):
```
69
Properties=species:S:1:pos:R:3:nbo_charge:R:1
H -0.611 -4.574 -0.944 0.204
C -0.509 5.026 0.044 -0.586
H -2.772 4.202 -1.324 0.205
C -3.065 -2.754 0.299 -0.105
H 0.419 4.802 0.572 0.228
O 3.588 -1.119 -0.179 -0.502
C -1.457 -1.548 -1.581 0.096
H -2.699 3.727 2.403 0.215
H -4.017 -3.748 -1.364 0.225
C 2.117 -4.774 -1.560 -0.418
C -1.836 -1.479 1.994 0.135
C 3.772 -0.062 -1.097 -0.104
C 2.520 0.831 -1.208 0.379
C 3.171 -2.344 -0.672 -0.142
C 3.706 2.433 -2.569 -0.420
H 0.266 -5.532 0.269 0.208
C -3.814 -3.366 1.335 -0.195
H -4.587 -4.079 1.077 0.221
C -1.887 4.356 2.037 -0.592
H -4.122 -3.512 3.432 0.229
H -0.998 4.122 2.625 0.247
H -2.371 -1.843 4.007 0.254
C -3.245 -3.045 -1.073 -0.102
H -1.285 0.439 2.356 0.471
H -0.290 -3.896 0.667 0.245
H -0.340 4.894 -1.027 0.200
N -1.289 -1.244 -0.319 -0.473
N 1.375 -3.982 -0.586 -0.395
As 1.010 1.676 4.905 0.566
N 2.533 1.579 -2.422 -0.476
C -3.553 -3.052 2.636 -0.180
N -0.842 -0.482 2.248 -0.880
C -1.644 4.119 0.538 -0.192
H 4.002 -0.445 -2.100 0.178
C -2.557 -2.101 2.971 -0.186
C 1.801 -2.786 -0.160 0.712
C -2.453 -2.451 -2.013 -0.273
S 2.459 2.012 0.312 0.064
H 3.169 -2.383 -1.767 0.201
H -3.743 3.769 0.091 0.212
H 1.114 3.112 -1.958 0.195
O 1.127 -2.130 0.651 -0.666
H -0.791 -1.064 -2.287 0.227
H 4.616 0.514 -0.724 0.214
Ti 0.412 -0.055 0.447 1.349
H -0.772 6.069 0.226 0.210
C -2.073 -1.820 0.638 0.222
H -2.564 -2.653 -3.068 0.234
S 1.341 3.705 4.796 -0.660
H 1.365 2.742 -3.683 0.200
H 3.153 -4.920 -1.256 0.215
O 1.393 0.030 -1.140 -0.787
H 1.648 -5.752 -1.628 0.223
H 4.619 1.841 -2.635 0.200
H 3.610 2.993 -3.498 0.212
H 3.823 3.153 -1.749 0.190
H -0.422 -0.605 3.173 0.452
H -3.213 5.443 -0.138 0.208
H 2.098 -4.315 -2.550 0.209
C -2.923 4.397 -0.261 -0.582
S -1.077 1.209 4.857 -0.846
H 0.446 1.635 -2.650 0.220
C 1.295 2.311 -2.684 -0.414
C -1.236 2.720 0.358 0.204
C -0.777 1.597 0.283 -0.572
H -2.153 5.403 2.201 0.203
C 0.105 -4.527 -0.122 -0.418
S 2.041 0.692 1.871 -0.122
H 3.876 -3.108 -0.318 0.208
```

Properties
multiplicity: 1
HOMO level: -6.25 eV
LUMO level: -1.2 eV



# 4
The following is a quantum chemistry calculation of C28H49Br30Cl2N4O4PSi as an isolated structure, from the Open Molecules 2025 dataset.

Structure (XYZ):
```
119
Properties=species:S:1:pos:R:3:lowdin_charge:R:1
H 1.060 0.360 -0.360 0.114
H -3.895 -3.079 -4.868 -0.002
C -4.197 -4.232 2.934 -0.206
Br -6.678 6.955 8.954 0.552
N -1.659 -4.966 3.222 -0.028
H -3.148 0.969 -5.310 -0.021
Cl -0.881 1.308 0.975 0.587
C -4.896 0.124 -1.035 -0.094
Br 13.350 5.347 -0.247 0.557
H -2.561 5.121 0.356 0.102
H -5.088 -3.898 3.646 0.124
H -1.625 -5.843 -0.078 0.041
H 2.871 -0.658 0.353 0.004
Br 16.907 2.513 5.529 0.556
C 0.925 -0.728 1.692 -0.278
H 7.487 7.027 1.631 -0.020
H -4.753 0.943 -4.309 0.052
Br 3.781 -7.711 -0.092 0.570
H 0.730 -0.113 2.695 0.106
H -4.617 -5.064 2.220 0.093
Br 5.534 -1.197 -5.004 0.542
C -1.487 -1.407 -4.752 -0.201
C -3.805 -1.062 -0.762 -0.287
H 3.860 -7.549 -2.581 -0.021
Br 12.894 8.143 1.290 0.555
H -5.501 -1.508 1.369 0.122
H 0.787 -3.940 -2.960 -0.069
H 4.136 0.616 -4.010 -0.027
H 11.415 6.140 1.115 -0.097
C 6.393 0.054 0.938 -1.558
H 15.305 4.323 4.907 -0.052
C -2.981 -4.744 3.925 -0.227
C -3.817 -2.937 2.002 -0.203
H -4.410 5.580 0.464 0.031
Br 5.620 -5.878 -2.001 0.567
C -3.648 4.756 0.092 -0.015
Br -2.160 -5.425 -5.312 0.597
H 7.442 -0.153 0.702 -0.023
C -4.996 -2.479 0.947 -0.217
C 3.911 -6.785 -1.798 -1.559
H 2.901 -1.873 1.793 0.050
H -2.563 -7.565 2.654 0.080
C -1.868 -5.720 1.897 -0.368
H -4.535 4.580 -7.969 -0.026
H -1.406 -2.546 -5.010 -0.001
Br 3.016 0.397 -6.229 0.552
Br -0.791 -7.557 -3.321 0.556
C -5.648 5.813 3.665 -1.587
Br 6.023 5.208 0.750 0.536
H -1.145 -4.063 3.051 0.108
H 3.135 0.019 2.187 0.059
C -2.592 -1.192 -1.849 -0.310
C 3.874 -0.260 -4.612 -1.595
Br 15.371 4.660 7.379 0.554
H -3.289 -0.805 0.284 0.144
Br -6.683 4.377 4.472 0.565
Br -6.155 2.816 -7.267 0.550
C -0.609 -1.180 -0.567 -0.475
N -4.549 -2.388 -0.498 -0.065
O -4.968 2.441 0.065 -0.137
H -5.641 0.103 -0.102 0.122
H -3.680 -2.016 2.749 0.120
C -4.456 -2.194 -4.316 -0.203
H -2.758 -3.993 4.822 0.134
C 12.497 6.238 1.257 -1.610
Br 5.354 -0.410 -0.640 0.588
Si -3.088 -0.982 -3.694 0.562
Br 1.048 -5.725 -5.230 0.568
Br 6.268 1.950 1.354 0.523
C 15.316 3.613 5.740 -1.615
H -1.280 -1.769 0.187 0.114
C -4.242 1.663 -0.994 -0.147
H -5.212 -2.553 -3.499 0.045
C -4.525 3.870 -7.136 -1.593
Br -3.508 7.039 9.529 0.557
C -0.661 -6.632 -5.027 -1.565
Cl 1.518 -3.688 0.028 0.152
H -0.552 -1.113 -4.073 0.022
Br 5.924 -1.055 2.465 0.588
H -2.180 -2.309 -1.746 0.122
C -4.036 3.315 0.792 -0.300
O -3.571 2.898 1.994 -0.064
C -3.591 0.802 -4.214 -0.235
Br -2.934 2.770 -7.347 0.582
H -5.043 -1.616 -5.178 0.059
H -5.824 -3.330 0.988 0.122
H 0.520 -1.820 1.924 0.082
Br 8.799 5.040 2.378 0.570
N -2.624 -7.028 1.759 0.048
H -3.618 -6.867 1.486 0.074
C -5.102 8.082 9.135 -1.591
H -3.678 4.580 -1.073 0.091
Br -6.490 6.493 2.049 0.579
H -4.685 5.385 3.368 -0.034
H -1.411 -0.694 -5.698 0.051
H -3.094 1.580 -0.783 0.102
O -1.398 -0.341 -1.529 -0.234
Br -4.469 4.917 -5.497 0.544
C 0.224 -0.066 0.362 -0.593
C 2.584 -0.760 1.506 -0.203
H -3.378 -5.756 4.416 0.119
H -3.939 -3.201 -0.734 0.102
Br 2.666 -1.345 -3.541 0.555
Br 13.685 2.559 5.609 0.535
Br -5.269 7.236 4.937 0.526
Br 8.698 6.509 -0.489 0.577
H -4.485 2.250 -2.005 0.120
H -5.276 8.738 9.995 -0.025
H -2.756 -3.045 1.469 0.085
H -3.077 1.656 -3.557 0.059
Br 2.412 -5.578 -2.083 0.522
Br -4.852 9.230 7.585 0.519
H -5.592 -0.043 -1.976 0.122
H -0.712 -7.396 -5.810 -0.023
N -1.377 -5.172 0.707 0.056
C 7.719 6.078 1.136 -1.573
P 0.721 -2.267 -1.402 0.652
Br 12.929 5.379 2.947 0.537
O 0.056 -3.298 -2.655 -0.457
```

Properties
multiplicity: 1
HOMO level: -8.60 eV
LUMO level: -0.4 eV



# 5
The following is a quantum chemistry calculation of a 2-piece molecular cluster, C2H11N4O overall, from the Open Molecules 2025 dataset.

Structure (XYZ):
```
18
Properties=species:S:1:pos:R:3:nbo_charge:R:1
H -1.521 -0.053 -1.414 0.491
N 1.197 -0.480 0.679 -0.760
H -1.147 -0.038 1.223 0.433
H 1.918 -2.322 2.211 0.419
H -1.343 -1.000 2.637 0.424
N -0.221 1.631 -3.045 -0.818
O -0.781 0.401 -0.946 -0.826
C 0.560 -0.898 1.758 0.685
H -1.635 2.239 -1.606 0.190
H -0.858 1.091 -3.644 0.372
H 0.522 -2.360 3.150 0.420
H 0.706 1.153 -3.131 0.371
N 1.141 -1.779 2.566 -0.762
N -0.786 -0.701 1.869 -0.765
C -0.668 1.734 -1.675 0.075
H 0.719 -0.128 -0.143 0.459
H 0.046 2.256 -1.052 0.183
H 2.150 -0.746 0.565 0.410
```

Properties
total charge: +1
multiplicity: 1
HOMO level: -13.39 eV
energy relative to the best compared isomer or geometry (same formula, charge and spin): 0.0 kcal per mole
LUMO level: -3.1 eV



# 6
The following is a quantum chemistry calculation of a 3-piece molecular cluster, C5H16NO2 overall, from the Open Molecules 2025 dataset.

Structure (XYZ):
```
24
Properties=species:S:1:pos:R:3:nbo_charge:R:1
C 1.328 -0.305 0.876 -0.391
H 0.738 2.860 -1.473 0.243
H 0.663 -0.179 1.736 0.179
C -0.179 1.377 -0.330 0.156
H -0.673 -3.656 -1.307 0.498
H -0.862 3.325 -0.699 0.214
H -1.925 -1.956 -0.291 0.516
C 2.622 0.418 1.200 -0.610
C 0.726 0.196 -0.441 -0.473
H 1.514 -1.366 0.787 0.225
O -2.436 -1.400 0.335 -0.994
H 1.544 0.427 -1.120 0.247
H 2.502 1.501 1.151 0.206
H 3.023 0.181 2.188 0.231
H -1.122 0.796 1.448 0.437
H 3.384 0.153 0.459 0.215
N -1.377 1.080 0.504 -0.715
H 0.161 -0.583 -0.964 0.240
H -1.242 -2.957 -2.592 0.505
H -1.925 0.275 0.125 0.478
C -0.104 2.579 -0.853 -0.360
O -1.067 -2.836 -1.643 -0.979
H -1.987 1.889 0.580 0.433
H -3.306 -1.819 0.323 0.500
```

Properties
total charge: +1
multiplicity: 1
HOMO level: -14.23 eV
energy relative to the best compared isomer or geometry (same formula, charge and spin): 9.3 kcal per mole
LUMO level: -2.8 eV



# 7
The following is a quantum chemistry calculation of a 2-piece molecular cluster, C10H16O overall, from the Open Molecules 2025 dataset.

Structure (XYZ):
```
27
Properties=species:S:1:pos:R:3:nbo_charge:R:1
H -2.600 3.218 1.035 0.478
H 0.510 -2.804 -1.108 0.197
H 1.345 -0.204 1.434 0.211
H -0.791 3.903 -0.207 0.209
H -1.128 -0.740 -1.787 0.215
C 1.522 1.395 0.036 -0.050
C -0.331 1.079 1.576 -0.264
H -0.123 -2.835 1.626 0.205
H -1.677 -2.833 0.884 0.201
H -2.288 -1.689 -0.843 0.199
O -2.200 2.509 1.571 -0.669
H 0.274 -1.347 -0.136 0.203
H 2.552 1.011 -1.829 0.216
C -1.344 -1.735 -1.403 -0.610
C 2.578 0.693 -0.792 -0.630
C -0.193 -2.253 -0.517 -0.408
H -0.528 -4.154 0.559 0.205
H 3.566 0.901 -0.370 0.216
C -0.371 2.937 0.034 -0.302
H -1.592 -2.505 -2.144 0.203
H 2.434 -0.388 -0.854 0.218
C 0.903 0.710 1.095 -0.187
H 1.246 3.051 -1.317 0.208
C -0.632 -3.082 0.707 -0.609
C -0.972 2.204 1.045 0.302
H -0.993 0.478 2.197 0.226
C 0.834 2.479 -0.491 -0.183
```

Properties
multiplicity: 1
HOMO level: -8.40 eV
SMILES string: Cc1ccc(O)cc1.CCC
energy relative to the best compared isomer or geometry (same formula, charge and spin): 29.9 kcal per mole
LUMO level: 0.9 eV



no.,E (eV)
1,-104382.07723
2,-58330.52878
3,-163785.71842
4,-2187454.22122
5,-10254.96711
6,-11023.47885
7,-12676.43036